{
  "formula": "C25H58ClN7O10P",
  "method": "wB97M-V/def2-TZVPD",
  "symbols": ["O", "C", "Cl", "C", "P", "O", "C", "C", "O", "H", "H", "H", "H", "H", "H", "H", "H", "H", "C", "C", "O", "N", "C", "H", "H", "H", "H", "H", "H", "H", "C", "C", "O", "N", "C", "H", "H", "H", "H", "H", "H", "H", "C", "C", "O", "N", "C", "H", "H", "H", "H", "H", "H", "H", "C", "C", "O", "N", "C", "H", "H", "H", "H", "H", "H", "H", "C", "C", "O", "N", "C", "H", "H", "H", "H", "H", "H", "H", "C", "C", "O", "N", "C", "H", "H", "H", "H", "H", "H", "H", "C", "C", "O", "N", "C", "H", "H", "H", "H", "H", "H", "H"],
  "xyz": [[-0.0346, -3.9673, -2.3271], [0.4826, -3.0453, -1.8021], [-0.5552, -1.4658, -1.7068], [1.7709, -2.8682, -1.1456], [1.9205, -3.9425, 0.4941], [2.2448, -5.3600, -0.5042], [2.0214, -6.5644, 0.1666], [1.5474, -6.2128, 1.5844], [2.0957, -4.9681, 1.8975], [2.5312, -3.2727, -1.8141], [1.9484, -1.8268, -0.8990], [0.5060, -4.2386, 0.4688], [1.6979, -2.7740, 1.3086], [3.3340, -3.6573, 0.4548], [1.2618, -7.1709, -0.3526], [2.9524, -7.1498, 0.1984], [0.4482, -6.1603, 1.5900], [1.8216, -6.9678, 2.3234], [-4.2479, 2.4003, -2.6698], [-3.2529, 1.2945, -2.3788], [-2.6620, 1.2438, -1.3134], [-3.0418, 0.3643, -3.3508], [-3.6496, 0.3216, -4.6642], [-4.2967, 3.0380, -1.7944], [-3.9501, 2.9965, -3.5357], [-5.2466, 2.0071, -2.8583], [-2.3707, -0.3555, -3.1122], [-4.2373, -0.5843, -4.8271], [-2.8894, 0.3760, -5.4434], [-4.3071, 1.1770, -4.7888], [0.1445, 1.0490, 1.3124], [1.6120, 0.9584, 0.9566], [1.9735, 0.3989, -0.0657], [2.5111, 1.5191, 1.8091], [2.2467, 2.1927, 3.0606], [-0.4175, 0.5601, 0.5215], [-0.0573, 0.5505, 2.2618], [-0.1789, 2.0883, 1.3950], [3.4757, 1.4480, 1.5193], [2.6006, 3.2229, 3.0510], [2.7350, 1.6652, 3.8860], [1.1807, 2.2118, 3.2629], [-1.7952, -7.6249, 1.3748], [-0.7704, -8.7220, 1.5588], [-0.1216, -8.8305, 2.5826], [-0.5672, -9.5713, 0.5105], [-1.2048, -9.5525, -0.7846], [-1.8127, -7.0401, 2.2890], [-1.5210, -6.9695, 0.5468], [-2.7887, -8.0340, 1.1814], [0.1475, -10.2596, 0.6849], [-1.7331, -10.4880, -0.9854], [-0.4787, -9.3888, -1.5834], [-1.9269, -8.7429, -0.8264], [-0.6360, 3.8759, -7.2400], [-1.4150, 2.7830, -6.5404], [-2.1349, 2.0121, -7.1574], [-1.2759, 2.6806, -5.1921], [-0.4671, 3.4874, -4.3041], [-0.8590, 3.8096, -8.3005], [-0.9199, 4.8626, -6.8718], [0.4368, 3.7529, -7.0879], [-1.7982, 1.9220, -4.7779], [0.2773, 2.8785, -3.7893], [-1.0827, 3.9786, -3.5485], [0.0523, 4.2558, -4.8700], [1.6601, 5.4070, 7.3587], [2.2759, 4.6010, 6.2350], [1.8321, 4.6331, 5.1021], [3.3537, 3.8258, 6.5358], [4.0094, 3.6571, 7.8120], [0.8215, 5.9573, 6.9436], [1.3045, 4.7596, 8.1612], [2.3788, 6.1099, 7.7821], [3.7136, 3.3143, 5.7443], [5.0555, 3.9662, 7.7651], [3.9759, 2.6168, 8.1409], [3.5144, 4.2628, 8.5653], [4.7904, 1.2649, -1.3474], [5.8664, 2.1199, -0.7329], [5.7452, 2.6222, 0.3749], [7.0099, 2.3208, -1.4503], [7.3341, 1.8026, -2.7590], [3.9580, 1.2047, -0.6550], [4.4311, 1.6822, -2.2893], [5.1501, 0.2518, -1.5342], [7.6888, 2.8968, -0.9791], [8.2239, 1.1700, -2.7292], [7.5110, 2.6078, -3.4759], [6.5096, 1.2001, -3.1270], [-6.0039, 4.3506, 0.9862], [-6.8959, 3.4055, 0.2117], [-6.8106, 3.2920, -0.9977], [-7.7927, 2.6658, 0.9205], [-8.0116, 2.6549, 2.3486], [-5.3541, 4.8472, 0.2726], [-6.5881, 5.0984, 1.5243], [-5.3909, 3.8093, 1.7076], [-8.3440, 2.0462, 0.3479], [-7.8191, 1.6676, 2.7724], [-9.0359, 2.9410, 2.5967], [-7.3408, 3.3599, 2.8299]],
  "forces_ev_per_a": [[0.067, 0.087, -0.053], [0.013, -0.190, 0.019], [-0.189, 0.089, 0.046], [-0.031, 0.032, -0.242], [0.285, 0.074, 0.285], [-0.174, -0.016, -0.154], [0.070, 0.065, 0.031], [-0.201, -0.089, 0.053], [-0.020, 0.102, -0.146], [0.009, -0.105, 0.070], [0.090, -0.012, 0.009], [-0.028, -0.044, -0.067], [-0.105, -0.008, 0.004], [-0.009, -0.003, 0.027], [0.032, -0.038, -0.009], [-0.008, -0.005, 0.014], [0.050, 0.043, 0.064], [0.137, 0.046, -0.010], [0.071, -0.015, -0.007], [-0.065, -0.002, -0.001], [-0.003, 0.068, 0.029], [0.071, 0.055, -0.030], [-0.016, 0.002, -0.041], [-0.010, 0.003, -0.007], [0.014, -0.026, -0.013], [-0.002, 0.004, -0.002], [0.023, -0.023, 0.126], [0.009, -0.026, 0.140], [-0.107, -0.069, -0.117], [-0.012, -0.022, -0.079], [0.037, -0.019, -0.023], [-0.247, -0.093, 0.082], [0.236, 0.162, -0.036], [0.058, 0.031, -0.013], [0.051, -0.064, -0.049], [-0.009, 0.007, 0.004], [0.002, -0.008, -0.003], [0.006, 0.001, 0.012], [-0.011, 0.018, -0.036], [-0.016, 0.005, -0.028], [-0.042, 0.011, 0.037], [0.002, 0.021, 0.010], [-0.025, -0.047, 0.033], [0.104, 0.257, -0.176], [-0.094, -0.247, 0.118], [-0.084, -0.116, 0.103], [0.019, 0.041, -0.053], [-0.012, 0.002, 0.000], [0.002, -0.003, -0.003], [0.002, -0.006, -0.010], [0.039, 0.041, -0.014], [-0.008, -0.002, 0.030], [0.011, 0.031, 0.016], [0.003, -0.003, -0.027], [-0.046, -0.008, -0.038], [0.062, -0.091, 0.273], [0.040, 0.111, -0.102], [-0.103, 0.006, -0.120], [0.071, 0.026, -0.003], [0.003, 0.005, 0.000], [0.005, 0.001, 0.007], [0.000, -0.001, 0.009], [0.085, 0.016, 0.063], [-0.011, -0.021, -0.003], [-0.021, -0.010, -0.007], [0.006, 0.007, 0.020], [-0.012, 0.002, -0.037], [0.068, -0.076, 0.059], [-0.075, 0.101, 0.021], [0.024, -0.004, -0.047], [-0.005, 0.001, 0.028], [0.000, 0.001, 0.004], [0.003, -0.004, 0.000], [0.004, -0.003, 0.002], [-0.012, -0.002, -0.002], [-0.006, 0.020, -0.011], [-0.023, -0.002, -0.006], [0.015, -0.008, 0.014], [0.045, 0.035, 0.082], [0.009, -0.037, -0.005], [-0.003, -0.005, 0.027], [0.003, 0.045, -0.003], [0.000, -0.016, -0.011], [-0.079, -0.078, -0.107], [0.037, -0.004, -0.017], [-0.002, 0.003, -0.031], [-0.006, -0.008, 0.016], [-0.008, -0.012, 0.019], [-0.021, 0.011, 0.006], [0.012, -0.004, -0.019], [-0.009, -0.001, -0.034], [0.114, -0.062, 0.097], [-0.132, 0.064, -0.036], [-0.075, 0.027, -0.042], [0.022, -0.010, 0.025], [0.000, 0.003, 0.002], [-0.001, -0.005, 0.006], [0.002, -0.006, -0.004], [0.026, -0.014, -0.004], [0.022, -0.001, -0.011], [0.001, 0.019, -0.015], [-0.009, -0.007, 0.019]],
  "charge": -1,
  "gap_ev": 6.37,
  "e_above_lowest_ev": 0.000
}

***

{
  "formula": "C21H30ClN3O3S",
  "method": "wB97M-V/def2-TZVPD",
  "symbols": ["C", "C", "C", "C", "O", "N", "C", "C", "C", "C", "C", "N", "C", "O", "C", "S", "C", "C", "C", "C", "Cl", "C", "C", "N", "C", "C", "C", "C", "O", "H", "H", "H", "H", "H", "H", "H", "H", "H", "H", "H", "H", "H", "H", "H", "H", "H", "H", "H", "H", "H", "H", "H", "H", "H", "H", "H", "H", "H", "H"],
  "xyz": [[-3.7370, -3.0246, -0.5017], [-2.5474, -2.0885, -0.3463], [-2.7733, -0.7308, -1.0234], [-1.4864, 0.0980, -0.9541], [-0.7253, 0.1152, -1.9096], [-1.2378, 0.7168, 0.2172], [0.0829, 1.2834, 0.4739], [0.1870, 2.6615, -0.1743], [1.5656, 3.3186, -0.1027], [2.7237, 2.4102, -0.5404], [3.5114, 1.7385, 0.5874], [2.7853, 0.7860, 1.4229], [2.6803, -0.5607, 1.2211], [1.8091, -1.1995, 1.7903], [3.6940, -1.3195, 0.4260], [5.3738, -0.9346, 0.2729], [5.7064, -2.3228, -0.6775], [7.0914, -2.6174, -1.1589], [4.5752, -3.0410, -0.8942], [3.4356, -2.4702, -0.2655], [1.8914, -3.2041, -0.4483], [1.8237, 1.3433, 2.3785], [0.3411, 1.2607, 1.9748], [-3.9732, -0.0434, -0.5475], [-5.0738, 0.2208, -1.4683], [-6.0391, 1.0652, -0.6339], [-5.7584, 0.6091, 0.7963], [-4.3203, 0.1318, 0.7512], [-3.6027, -0.0690, 1.7201], [-3.5294, -3.9913, -0.0434], [-4.6279, -2.6193, -0.0169], [-3.9722, -3.1973, -1.5546], [-2.3249, -1.9319, 0.7093], [-1.6561, -2.5244, -0.8032], [-2.9248, -0.8964, -2.0903], [-1.8513, 0.4942, 0.9949], [0.7955, 0.6166, -0.0162], [-0.0873, 2.5384, -1.2244], [-0.5613, 3.3181, 0.2806], [1.5417, 4.1974, -0.7503], [1.7603, 3.7050, 0.9019], [2.3634, 1.6499, -1.2401], [3.4587, 3.0043, -1.0903], [4.3661, 1.2442, 0.1422], [3.9101, 2.5092, 1.2538], [7.0873, -3.5374, -1.7412], [7.4729, -1.8155, -1.7920], [7.7835, -2.7447, -0.3259], [4.5341, -3.9499, -1.4761], [1.9452, 0.8097, 3.3221], [2.1283, 2.3751, 2.5433], [-0.1987, 2.0806, 2.4597], [-0.0572, 0.3248, 2.3636], [-4.7092, 0.7469, -2.3511], [-5.5286, -0.7201, -1.7977], [-5.7886, 2.1206, -0.7449], [-7.0747, 0.9301, -0.9388], [-5.8831, 1.3768, 1.5561], [-6.3749, -0.2472, 1.0837]],
  "forces_ev_per_a": [[-0.006, 0.001, -0.005], [0.030, 0.030, 0.003], [0.017, -0.028, 0.013], [-0.041, -0.040, 0.032], [0.026, 0.032, -0.008], [0.003, -0.107, -0.013], [-0.049, 0.048, 0.004], [0.003, -0.005, 0.005], [-0.002, -0.002, 0.004], [0.010, -0.010, 0.001], [-0.017, -0.022, -0.016], [-0.168, 0.067, -0.221], [0.343, -0.170, 0.520], [-0.045, -0.019, -0.026], [-0.161, 0.243, -0.414], [0.011, -0.088, 0.186], [0.030, -0.001, -0.022], [-0.012, 0.001, 0.003], [-0.023, 0.003, 0.027], [0.007, 0.000, -0.028], [-0.006, 0.006, 0.002], [0.037, -0.001, -0.001], [0.004, -0.011, 0.009], [-0.003, -0.010, -0.023], [0.047, 0.053, -0.024], [-0.022, -0.013, 0.004], [-0.019, -0.013, 0.001], [-0.009, 0.021, 0.029], [0.068, 0.018, -0.028], [-0.002, 0.001, 0.002], [0.001, -0.003, -0.001], [-0.002, 0.002, 0.000], [-0.001, -0.026, -0.014], [-0.003, 0.000, -0.001], [-0.030, -0.017, 0.000], [-0.006, 0.063, 0.013], [-0.023, 0.006, -0.015], [0.002, 0.006, -0.005], [-0.003, 0.000, 0.000], [-0.001, 0.002, 0.003], [-0.004, -0.001, 0.000], [0.000, 0.000, 0.000], [-0.004, 0.002, -0.006], [0.034, -0.016, -0.005], [-0.004, -0.005, 0.001], [0.005, 0.001, -0.001], [0.001, 0.000, 0.000], [0.001, -0.003, 0.000], [-0.001, -0.002, 0.001], [-0.002, -0.003, -0.001], [-0.008, 0.000, 0.009], [-0.003, 0.005, -0.006], [-0.001, 0.010, 0.005], [-0.007, -0.009, -0.004], [-0.007, -0.006, 0.008], [0.006, 0.001, 0.005], [0.004, 0.000, -0.004], [0.005, 0.001, -0.001], [-0.004, 0.006, 0.002]],
  "charge": 0,
  "smiles": "CC[C@H](C(=O)N[C@H]1CCCCN(C(=O)c2sc(C)cc2Cl)CC1)N1CCCC1=O",
  "gap_ev": 9.34,
  "e_above_lowest_ev": 0.253
}

***

{
  "formula": "C6H6N2O2",
  "method": "wB97M-V/def2-TZVPD",
  "symbols": ["O", "C", "C", "C", "N", "C", "O", "N", "H", "H", "H", "H", "C", "C", "H", "H"],
  "xyz": [[-0.0289, -2.7542, -0.1897], [0.1050, -1.5571, -0.6006], [-0.8704, -0.7766, -1.3459], [-0.7611, 0.5442, -1.5359], [0.4771, 1.2584, -1.2530], [1.3244, 0.5881, -0.2255], [2.2326, 1.1639, 0.2751], [1.2572, -0.7631, -0.2889], [-1.9217, -1.3679, -1.3589], [-1.5951, 1.0597, -2.0004], [0.5394, 2.3156, -1.1542], [1.9398, -1.3176, 0.2452], [-0.0825, 0.6233, 2.4045], [-1.2456, 0.1759, 2.1190], [0.9584, 0.9248, 3.1296], [-2.3286, -0.1175, 1.7798]],
  "forces_ev_per_a": [[0.788, 4.255, -1.610], [0.335, -2.039, 1.360], [-3.093, -2.148, 1.081], [1.723, 1.048, -0.149], [-1.211, -0.964, 2.056], [-0.177, 1.050, -3.851], [0.678, 1.048, 1.301], [-0.998, -3.209, 0.604], [2.575, 1.790, -0.609], [0.343, 0.384, 0.145], [-0.573, -2.073, -0.248], [-0.319, 0.836, -0.118], [-2.307, -1.303, 1.778], [3.087, 1.695, 0.497], [-3.824, -1.083, -3.045], [2.974, 0.713, 0.808]],
  "charge": 0,
  "smiles": "O=c1cc[nH]c(=O)[nH]1.C#C",
  "gap_ev": 9.93,
  "e_above_lowest_ev": 3.819
}

***

Q: Which formula does entry 3 have?
A: C6H6N2O2

***

Q: What is the formula in the second record?
A: C21H30ClN3O3S

***

Q: What is the formula in the second record?
A: C21H30ClN3O3S